(1)
DFT (ωB97M-V/def2-TZVPD) results for a structure of composition C36H44LuN2Si in a non-equilibrium geometry.

As for the gap between HOMO and LUMO: 4.6839 eV. The calculation puts the maximum force at 3.41 eV Å⁻¹. The value obtained for the LUMO energy is -3.941 eV. As for the multiplicity: 1. Its total energy is -82517.151 eV. Its net charge is +1. The HOMO energy comes out at -8.625 eV.

The geometry in XYZ format:
```
84
Properties=species:S:1:pos:R:3:forces:R:3:mulliken_charge:R:1
C 0.9815 1.9737 -0.9321 -0.4 1.1 0.2 -0.66
C 0.0250 2.4256 -1.8936 0.2 0.5 0.5 -0.29
C -1.1833 2.7482 -1.2083 0.7 0.4 0.0 -0.94
H 0.1980 2.5792 -2.9570 -0.1 -0.4 0.3 0.55
C -0.9536 2.5534 0.1826 0.2 0.3 0.2 -0.40
C 0.3695 2.0596 0.3556 0.2 0.9 -0.2 -0.53
H 0.8600 1.9065 1.3171 -0.2 -0.1 -0.3 0.53
H 2.0161 1.6891 -1.1281 -0.4 -0.1 -0.1 0.48
H -2.0810 3.1805 -1.6490 0.3 -0.2 0.1 0.57
H -1.6236 2.8557 0.9840 0.1 -0.3 -0.2 0.62
Lu -0.8369 0.3439 -0.8450 1.0 -0.3 -3.0 1.49
C -0.6987 -1.9095 -3.0919 1.2 -0.8 -1.0 -1.41
H -1.2386 -1.6670 -2.1382 0.3 -0.1 -0.6 0.50
H -0.0616 -2.7826 -2.8967 -0.5 -0.2 0.3 0.38
H -1.4450 -2.1926 -3.8435 0.0 -0.1 0.3 0.44
Si 0.5305 -0.6410 -3.9524 -0.6 1.2 0.3 0.07
C 1.8677 -0.8643 -5.2562 -0.4 -0.6 -1.6 0.60
C 2.6289 0.3217 -5.4134 0.8 -0.5 0.0 -0.12
H 2.1691 1.2929 -5.2092 0.3 -0.3 0.4 0.30
C 3.9822 0.2499 -5.7546 -0.9 -0.4 -0.2 -0.83
H 4.6018 1.1457 -5.7315 -0.1 -0.2 -0.2 0.39
C 4.5108 -1.0014 -6.1139 -0.2 -0.4 0.0 -0.51
H 5.5796 -1.0839 -6.3181 -0.3 -0.1 -0.1 0.37
C 3.6718 -2.1275 -6.2217 0.3 0.4 0.0 -0.44
H 4.0669 -3.0678 -6.6066 0.0 0.2 0.1 0.38
C 2.3294 -2.0557 -5.8080 0.6 0.4 0.0 -0.94
H 1.6417 -2.9059 -5.9137 0.5 0.2 0.3 0.37
C -0.6755 0.5344 -4.8613 -0.3 -0.3 0.3 0.53
C -0.3202 1.2025 -6.0420 0.0 0.5 0.1 -0.61
H 0.5148 0.8632 -6.6669 -0.2 0.2 0.6 0.51
C -0.9988 2.3585 -6.4392 -0.4 -0.2 0.0 -0.62
H -0.6133 2.9241 -7.2893 -0.3 -0.2 0.2 0.42
C -2.1362 2.7817 -5.7419 0.3 0.0 0.0 -0.62
H -2.6655 3.6834 -6.0515 0.2 -0.2 0.1 0.38
C -2.5934 2.0282 -4.6575 0.0 -0.2 -0.2 -0.58
H -3.4859 2.3309 -4.1107 0.1 -0.1 -0.3 0.46
C -1.9012 0.8823 -4.2557 0.3 0.9 -0.3 -0.49
H -2.3619 0.2951 -3.4527 0.4 0.0 0.1 0.57
H 0.4382 0.1287 -2.5620 -2.4 0.8 2.3 0.28
H 1.7774 -0.1276 -3.2337 0.7 -0.7 0.3 -0.31
C -2.2683 1.5634 5.7156 0.1 -0.1 0.0 -1.99
C -3.4019 1.5089 4.6876 -0.2 0.0 0.4 1.84
C -4.6074 0.7863 5.3052 -0.1 -0.3 0.0 -1.55
C -3.8116 2.9531 4.3584 0.1 0.1 -0.2 -1.62
C -2.9938 0.7752 3.4133 0.0 0.1 0.2 0.34
C -3.8293 0.8625 2.2902 0.1 -0.1 -0.7 -0.55
C -3.3678 0.4178 1.0603 0.8 -0.5 0.7 -0.84
N -2.1251 -0.1215 0.9238 -0.9 -0.8 1.5 -0.57
C -1.3724 -0.3825 2.0425 -1.4 0.6 -0.4 -0.14
C -1.8079 0.0383 3.3071 0.3 0.1 -0.9 0.08
C -0.0486 -1.0092 1.8157 1.5 -0.4 -0.9 -0.73
C 0.7210 -1.5853 2.8296 -0.7 0.4 -0.4 0.64
C 2.0030 -2.0759 2.5598 0.4 0.2 -0.1 0.72
C 2.5092 -1.9287 1.2558 -0.6 0.3 -0.3 -0.71
C 1.7044 -1.3652 0.2644 -0.9 -0.1 0.7 -0.83
N 0.4393 -0.9472 0.5338 0.4 -0.2 1.0 -0.40
C 2.8742 -2.6666 3.6648 0.1 -0.2 0.2 1.87
C 3.8014 -3.7561 3.1129 0.0 -0.1 -0.1 -1.76
C 3.7399 -1.5473 4.2609 0.0 0.3 0.0 -1.56
C 2.0274 -3.2831 4.7852 -0.1 -0.1 0.0 -1.81
H -2.5812 2.1448 6.5935 0.0 -0.2 -0.3 0.42
H -1.3854 2.0509 5.2866 0.0 -0.1 0.1 0.46
H -1.9969 0.5601 6.0610 0.0 0.1 0.0 0.40
H -4.9283 1.2974 6.2231 0.1 -0.1 -0.3 0.45
H -5.4532 0.7596 4.6067 0.1 0.0 0.2 0.34
H -4.3424 -0.2487 5.5580 -0.1 0.2 0.0 0.37
H -2.9854 3.4803 3.8672 -0.1 0.0 0.1 0.36
H -4.6832 2.9897 3.6978 0.1 0.1 0.1 0.36
H -4.0624 3.4970 5.2788 0.1 -0.2 -0.2 0.44
H -4.8167 1.3272 2.3352 0.4 -0.1 0.1 0.45
H -3.9674 0.4786 0.1467 0.2 0.1 0.3 0.45
H -1.1338 -0.1311 4.1416 -0.4 0.2 0.0 0.47
H 0.2571 -1.6145 3.8149 0.5 -0.2 -0.2 0.32
H 3.5087 -2.2422 0.9732 -0.2 0.0 0.2 0.32
H 2.0254 -1.2547 -0.7764 0.0 0.0 0.3 0.51
H 4.5488 -3.3438 2.4276 -0.1 -0.1 0.1 0.36
H 4.3364 -4.2334 3.9433 -0.1 0.1 -0.2 0.45
H 3.2252 -4.5258 2.5861 0.2 0.1 0.1 0.42
H 3.1177 -0.7467 4.6779 0.1 -0.1 0.0 0.36
H 4.3703 -1.9470 5.0649 -0.1 0.0 -0.2 0.42
H 4.3945 -1.1092 3.4983 -0.1 0.0 0.1 0.38
H 1.4711 -2.5205 5.3398 0.0 -0.1 0.0 0.35
H 1.3230 -4.0180 4.3776 0.1 0.1 0.1 0.41
H 2.6857 -3.7986 5.4973 -0.2 0.2 -0.2 0.45
```
Forces are in eV/Å.



(2)
DFT (ωB97M-V/def2-TZVPD) results for a structure of composition C36H44N7OOsS.

As for the gap between HOMO and LUMO (alpha / beta): 7.7277 / 5.9407 eV. The calculation puts the maximum force at 0.51 eV Å⁻¹. The value obtained for the LUMO energy (alpha / beta) is -8.383 / -10.715 eV. As for the multiplicity: 5. Its total energy is -63799.455 eV. Its net charge is +3. The HOMO energy (alpha / beta) comes out at -16.111 / -16.656 eV.

The geometry in XYZ format:
```
90
Properties=species:S:1:pos:R:3:forces:R:3:mulliken_spin:R:1
Os -0.3906 -0.8183 0.8150 -0.4 -0.1 -0.3 2.75
C 2.8902 0.8579 0.6864 0.0 0.0 -0.1 -0.01
N 2.7958 0.5173 2.1052 -0.1 0.0 0.0 0.00
C 3.9695 -0.1610 2.6609 0.0 -0.1 -0.1 0.00
C 1.6690 0.7059 2.7812 0.0 0.1 0.0 0.01
N 0.4905 0.8311 2.0531 0.2 0.2 0.3 0.24
C -0.3560 1.8517 2.3091 0.0 -0.1 0.0 0.24
C -0.0325 3.0170 3.0545 0.0 0.0 0.0 -0.02
C -0.9776 3.9685 3.2874 0.1 0.0 0.0 0.10
C -2.3059 3.8061 2.8044 0.0 0.0 0.0 0.15
C -2.6439 2.7285 2.0342 0.0 -0.1 0.0 -0.07
C -1.6819 1.7475 1.7243 0.0 0.0 -0.1 0.26
N -1.9172 0.6656 0.9229 0.1 0.2 0.1 0.19
C -2.9425 0.7070 -0.0034 -0.1 0.1 0.0 0.00
N -3.1007 1.7645 -0.8026 0.0 0.0 0.1 0.02
C -2.0456 2.7276 -1.0968 0.0 0.0 0.1 0.00
C -4.4021 2.1332 -1.3661 -0.1 0.1 0.0 0.00
N -3.7542 -0.3384 -0.1076 0.1 -0.1 0.0 0.02
C -4.3708 -0.7451 -1.3718 0.0 -0.1 -0.1 0.00
C -3.9635 -1.2658 0.9992 0.0 0.0 0.0 0.02
N 1.6560 0.7351 4.1159 0.0 0.0 -0.1 0.02
C 2.8097 1.1832 4.9057 0.0 0.1 0.1 0.00
C 0.4560 0.5077 4.9214 0.0 0.0 0.0 0.00
H 3.9340 1.0704 0.4641 0.0 0.0 0.0 0.00
H 2.3011 1.7457 0.4653 0.0 -0.1 0.0 0.00
H 2.5612 0.0239 0.0589 0.0 0.1 0.0 0.01
H 4.3286 -0.8615 1.9079 0.0 0.0 0.0 0.00
H 3.6968 -0.7166 3.5530 0.0 0.0 0.0 0.00
H 4.7711 0.5392 2.8931 0.0 0.0 0.0 0.00
H 0.9724 3.1493 3.4286 0.0 0.0 0.0 0.00
H -0.7282 4.8557 3.8521 0.0 0.0 0.0 0.00
H -3.0491 4.5518 3.0496 0.0 0.0 0.0 0.00
H -3.6552 2.6174 1.6685 0.0 0.0 0.0 0.00
H -1.0818 2.3678 -0.7513 0.0 0.0 0.0 0.00
H -2.2639 3.6876 -0.6261 0.0 0.0 0.0 0.00
H -2.0050 2.8723 -2.1768 0.0 0.0 0.0 0.00
H -5.1947 1.5420 -0.9170 0.0 0.1 0.0 0.00
H -4.4126 2.0041 -2.4481 0.0 0.0 0.0 0.00
H -4.5762 3.1854 -1.1399 0.0 0.0 0.0 0.00
H -3.9758 -0.1582 -2.1968 0.0 -0.1 0.0 0.00
H -5.4556 -0.6497 -1.3286 0.0 0.0 0.0 0.00
H -4.1178 -1.7925 -1.5418 0.0 0.0 0.0 0.00
H -3.6682 -0.8118 1.9417 0.0 0.0 0.0 0.00
H -3.4067 -2.1932 0.8396 0.0 0.0 0.0 0.00
H -5.0244 -1.5101 1.0429 0.0 0.0 0.0 0.00
H 3.5265 1.6977 4.2727 0.0 0.0 0.1 0.00
H 3.2940 0.3567 5.4237 0.0 0.0 0.0 0.00
H 2.4405 1.8867 5.6518 0.0 0.0 0.0 0.00
H -0.3449 0.0899 4.3209 0.0 0.0 0.0 0.00
H 0.1182 1.4411 5.3733 0.0 0.0 0.0 0.00
H 0.7068 -0.1919 5.7187 0.0 0.0 0.0 0.00
O 0.2274 -0.2065 -1.0549 0.2 0.0 0.1 0.02
S 0.4520 0.6143 -2.3524 -0.1 -0.1 -0.1 0.02
C -0.6587 -0.1391 -3.5078 0.0 0.0 0.0 0.00
C -1.1796 0.6902 -4.4918 0.0 -0.1 0.0 0.00
C -2.0233 0.1418 -5.4497 0.0 0.0 0.0 0.00
C -2.3356 -1.2091 -5.4045 0.0 0.0 0.0 0.00
C -1.8129 -2.0249 -4.4046 0.0 0.0 0.0 0.00
C -0.9688 -1.4932 -3.4454 0.0 0.0 0.0 0.00
C 2.0612 0.1766 -2.9138 0.0 0.0 0.0 0.01
C 2.4991 -1.1433 -2.9930 0.0 0.0 0.0 0.00
C 3.7720 -1.3889 -3.4698 0.0 0.0 0.0 0.00
C 4.5792 -0.3275 -3.8789 0.0 0.0 0.0 0.00
C 4.1311 0.9813 -3.7968 0.0 0.0 0.0 0.00
C 2.8606 1.2462 -3.3004 0.0 -0.1 0.0 0.00
H -0.9159 1.7393 -4.5298 0.0 0.1 0.0 0.00
H -2.4244 0.7668 -6.2345 0.0 0.0 0.0 0.00
H -2.9834 -1.6347 -6.1579 0.0 0.0 0.0 0.00
H -2.0564 -3.0784 -4.3877 0.0 0.0 0.0 0.00
H -0.5533 -2.1141 -2.6624 0.0 0.0 0.0 -0.01
H 1.8585 -1.9567 -2.6829 0.0 -0.1 0.0 0.00
H 4.1410 -2.4037 -3.5288 0.0 0.0 0.0 0.00
H 5.5677 -0.5310 -4.2659 0.0 0.0 0.0 0.00
H 4.7648 1.7959 -4.1158 0.0 0.0 0.0 0.00
H 2.4998 2.2629 -3.2247 0.0 0.1 0.0 0.00
C -0.6975 -2.1074 2.3997 0.1 -0.1 0.1 -0.06
C 0.3163 -2.8307 1.6134 0.0 0.0 0.1 -0.05
C 1.6872 -2.9296 1.9665 0.0 0.0 -0.1 0.02
C 2.5994 -3.4219 1.0717 0.0 0.1 0.1 0.01
C 2.1841 -3.8026 -0.2225 -0.1 0.0 0.0 0.01
C 0.8579 -3.7395 -0.5909 0.0 0.1 0.0 0.01
C -0.0843 -3.2451 0.3217 0.0 0.1 0.0 0.06
C 3.1630 -4.2171 -1.1873 -0.1 0.0 0.2 0.00
N 3.9558 -4.4779 -1.9727 0.1 0.0 -0.2 0.00
H -0.3805 -1.7967 3.3928 0.0 0.0 -0.1 0.00
H -1.6912 -2.5556 2.4079 0.1 0.0 0.0 0.01
H 1.9960 -2.6318 2.9603 0.0 0.0 0.0 0.01
H 3.6432 -3.5211 1.3387 0.0 0.0 0.0 0.00
H 0.5489 -4.0881 -1.5670 0.0 0.0 0.0 0.00
H -1.1430 -3.3252 0.0894 0.0 0.0 0.0 -0.03
```
Forces are in eV/Å.